[1]
Entry from the OMol25 dataset: a molecular structure, C40H51GeN4O2SeSn at a distorted geometry (wB97M-V/def2-TZVPD).

```
100
Properties=species:S:1:pos:R:3:forces:R:3
Sn 14.24959 14.25528 9.52059 0.513 0.834 -0.578
C 18.94564 13.76360 8.09208 -1.040 1.242 -0.991
O 18.32789 15.11682 7.55762 -1.335 -1.728 1.420
C 17.09510 15.13457 8.09495 1.370 0.776 0.192
N 16.67564 14.15983 8.82792 0.114 0.019 -0.382
C 17.70979 13.06622 8.78474 0.277 -0.168 -0.369
C 18.02781 12.36509 10.11211 -0.742 0.320 -0.441
C 17.16502 12.47326 11.20834 1.999 -0.193 -0.883
C 17.50756 11.81166 12.35758 -0.185 -1.124 1.767
C 18.68110 11.01746 12.46258 -0.126 -0.191 0.245
C 19.47368 10.84852 11.31550 -1.926 1.017 0.449
C 19.11462 11.49575 10.14165 -0.946 1.069 1.000
C 16.29976 16.40901 7.93076 -0.868 -0.384 -0.043
C 16.76651 17.57237 7.33856 -1.292 -0.145 0.380
C 15.86719 18.66597 7.20323 1.226 -0.083 0.485
C 14.62011 18.62680 7.77437 -0.346 -2.957 -0.197
C 14.20681 17.35080 8.30431 -0.175 1.811 -0.138
N 15.00912 16.30968 8.37437 1.222 -0.710 0.133
C 12.84505 17.04338 8.82688 -1.598 -0.387 0.781
N 12.52290 15.81910 9.20239 0.549 1.938 -0.547
C 11.08173 15.84801 9.53931 -0.892 -0.259 -1.362
C 10.70594 17.37988 9.46265 -1.097 -1.693 -0.438
O 11.89633 17.99902 8.93888 1.785 -1.018 -0.540
C 10.69229 15.14489 10.78366 -0.892 -0.731 0.637
C 9.52265 14.34189 10.84786 1.600 1.979 1.151
C 9.12538 13.87870 12.09275 0.797 -0.360 -0.303
C 9.87480 14.09553 13.24492 0.924 0.191 -0.278
C 11.00085 14.94187 13.18939 -1.098 -0.979 -0.801
C 11.40104 15.40593 11.93642 0.448 0.069 0.748
H 19.76881 14.09656 8.73109 -0.329 -0.299 0.074
H 19.31398 13.28793 7.16958 -0.168 0.048 0.600
H 17.28162 12.26455 8.13835 0.365 0.623 0.048
H 16.42689 13.22707 11.21856 -1.080 0.484 0.027
H 16.76863 11.87443 13.18600 1.006 -0.005 -0.306
H 19.00933 10.52723 13.43140 -0.740 0.705 -1.344
H 20.30815 10.23049 11.31421 1.451 -0.940 0.193
H 19.71601 11.49996 9.28480 1.011 -0.554 -1.094
H 17.77509 17.58444 7.00239 0.591 0.241 -0.385
H 16.18146 19.59351 6.72858 0.110 -0.295 -0.040
H 13.92931 19.40042 7.57840 -0.728 0.784 0.354
H 10.54851 15.31899 8.71967 0.407 0.361 0.208
H 10.44344 17.75554 10.44528 0.256 0.417 0.019
H 9.83380 17.48489 8.76122 1.093 0.378 0.607
H 8.90318 14.33684 9.99751 -0.781 -0.603 -0.953
H 8.28194 13.24682 12.12955 -0.969 -0.532 0.206
H 9.68160 13.51076 14.14316 -0.344 0.576 -0.024
H 11.49768 15.18238 14.10162 0.575 0.115 0.295
H 12.31290 15.97854 11.82568 0.065 0.366 0.313
C 15.53788 8.31807 4.21374 -0.523 -0.766 0.419
C 15.18009 9.24085 5.36067 -0.208 0.395 0.354
C 15.11683 10.62218 5.14128 -0.075 1.208 -1.451
C 14.69045 11.54075 6.10898 0.266 0.163 -1.243
C 14.60523 13.04978 5.88535 0.156 -1.270 0.068
C 14.25992 11.07676 7.31717 0.306 -2.391 0.014
C 14.22916 9.69302 7.59894 0.666 -0.258 -1.890
C 14.76627 8.78122 6.61790 -0.200 -0.672 0.598
N 13.67015 9.14348 8.74401 -2.026 0.186 0.780
C 14.52296 8.53140 9.85369 -1.030 -0.458 -0.599
C 14.24654 9.24812 11.12904 -0.723 -1.110 1.270
C 14.25314 6.99587 9.94167 1.332 1.021 -0.134
C 16.01007 8.66750 9.47960 -0.239 -0.798 -0.072
H 16.61100 8.23662 4.03833 0.036 0.095 0.172
H 15.09548 8.71750 3.28806 0.062 -0.345 0.311
H 15.15221 7.28079 4.42927 0.354 1.081 -0.426
H 15.30748 11.02604 4.09688 0.005 -0.613 1.404
H 15.01756 13.49271 6.79735 0.019 0.461 -0.128
H 13.57568 13.35577 5.72713 -0.148 0.161 0.021
H 15.18873 13.33038 5.02387 0.236 0.369 -0.175
H 13.91854 11.78411 8.00981 -0.696 0.812 1.333
H 14.86442 7.65514 6.84042 -0.546 1.962 -0.301
H 15.03082 8.84963 11.77913 -0.394 0.440 0.589
H 14.32893 10.31172 11.02823 0.253 0.682 0.007
H 13.23354 9.00518 11.57728 1.077 0.179 -0.440
H 13.31933 6.64876 10.36856 -0.166 0.270 0.155
H 15.12309 6.65621 10.54428 -0.790 -0.451 -0.346
H 14.34580 6.64486 8.91023 0.008 -0.377 0.313
H 16.27715 9.66104 9.20872 0.172 0.953 -0.251
H 16.17544 8.01277 8.61894 0.411 0.171 0.235
H 16.68011 8.36934 10.30757 -0.589 -0.044 -0.306
C 7.60248 10.17823 9.30135 0.976 -1.232 1.169
Ge 8.74567 8.65257 10.04906 -2.424 1.442 0.435
C 7.70610 7.11124 9.48406 1.046 -1.119 -0.805
C 9.11854 8.98841 12.00745 -1.888 -1.556 -0.539
C 10.55526 8.34607 9.39976 2.245 -0.497 -0.583
Se 11.80166 9.91504 9.24512 0.671 -0.820 -1.317
C 10.99627 10.63916 7.44170 -0.101 -0.577 0.682
H 6.71692 9.77950 8.81544 -0.009 -0.054 0.124
H 8.17051 10.73677 8.60341 0.388 0.853 -0.734
H 7.36390 10.77878 10.17714 -0.227 0.178 -0.212
H 6.72930 7.08596 9.91135 -0.687 0.250 0.532
H 8.20112 6.17510 9.77077 -0.131 0.093 -0.021
H 7.55618 7.04991 8.37937 0.321 0.378 0.739
H 8.38294 9.66673 12.45755 0.436 0.186 -0.316
H 10.13038 9.29237 12.12700 0.776 0.415 0.341
H 8.93054 8.03323 12.55504 0.484 0.552 -0.407
H 10.75412 7.76242 8.47714 -0.428 0.377 0.437
H 10.90960 7.72459 10.25340 0.315 0.474 -0.543
H 10.60790 11.66471 7.63263 0.652 -0.710 0.057
H 10.13141 9.99457 7.18281 0.678 0.160 0.384
H 11.76655 10.57977 6.66248 -0.160 0.129 0.402
```
Positions in Å, forces in eV/Å.

## Properties
Largest force on an atom in eV/A: 2.98
Orbital gap in eV: 5.10
E_HOMO in eV: -15.226
Electronic energy in hartree: -6615.94592
ΔE to the lowest compared entry with this formula, charge and spin in eV: 0.359
Net charge: +3

[2]
Entry from the OMol25 dataset: a molecular structure, C40H52BIN3O5P2Ti at a distorted geometry (wB97M-V/def2-TZVPD).

```
105
Properties=species:S:1:pos:R:3:forces:R:3
Ti 0.04147 1.06466 -0.23810 -0.866 0.219 0.498
C 3.28112 -3.86705 1.90014 0.001 -0.014 0.007
C 2.35565 -2.65649 2.00107 0.057 0.005 0.095
C 2.51202 -1.99069 3.37727 -0.006 -0.005 0.004
C 0.90421 -3.14566 1.90183 -0.002 -0.029 0.001
P 2.55888 -1.30196 0.72120 -0.225 -0.038 -0.245
C 2.03547 -2.14785 -0.85673 0.076 -0.039 -0.031
N 0.60170 -2.15550 -1.06404 -0.145 -0.018 0.009
B -0.35276 -1.07315 -0.90347 0.326 -0.021 0.113
N -1.62091 -1.68107 -1.17324 -0.005 -0.008 -0.085
C -2.89456 -1.01026 -1.20842 -0.056 -0.028 -0.023
P -2.80732 0.51736 -0.15524 0.274 -0.392 -0.507
C -3.51315 -0.11978 1.45967 0.005 0.219 0.113
C -4.98541 -0.52726 1.39214 -0.029 -0.007 0.000
C -2.67392 -1.33319 1.87868 -0.012 -0.032 -0.002
C -3.35343 0.96300 2.53646 -0.015 0.010 0.028
C -4.02466 1.56938 -1.11529 0.051 0.189 0.118
C -4.33369 2.86603 -0.36152 -0.048 -0.002 0.019
C -5.34980 0.88887 -1.47849 -0.031 -0.012 -0.018
C -3.28555 1.92725 -2.41725 0.017 0.007 -0.061
C -1.45360 -3.02025 -1.48638 -0.103 0.073 -0.043
C -2.38480 -3.99097 -1.81612 0.064 -0.008 -0.005
C -1.92439 -5.27876 -2.07608 -0.046 0.022 0.015
C -0.56788 -5.57346 -2.01741 0.024 -0.046 -0.013
C 0.37083 -4.59691 -1.69586 -0.005 0.055 0.033
C -0.07929 -3.31303 -1.42346 0.050 -0.050 -0.040
C 4.37490 -1.07548 0.29463 0.063 0.053 0.051
C 5.04718 -2.23079 -0.45449 0.008 -0.039 -0.006
C 4.43145 0.17863 -0.59548 0.023 -0.008 0.003
C 5.16607 -0.76729 1.56904 0.029 0.016 0.012
H 2.99615 -4.59626 2.66533 0.002 -0.015 -0.002
H 4.32748 -3.61000 2.06547 -0.021 0.010 0.023
H 3.19840 -4.36530 0.93133 -0.005 0.011 -0.004
H 2.36653 -2.74200 4.15940 -0.008 0.009 0.012
H 1.75897 -1.21164 3.51484 -0.001 0.004 -0.003
H 3.49190 -1.53715 3.52531 -0.010 -0.024 -0.006
H 0.67836 -3.74287 2.79062 -0.020 -0.007 -0.004
H 0.73467 -3.77366 1.02686 0.020 -0.006 -0.004
H 0.19721 -2.31508 1.86617 0.012 0.030 0.005
H 2.41012 -3.17216 -0.88455 -0.002 0.005 0.006
H 2.52556 -1.61391 -1.67665 0.032 -0.031 0.008
H -3.68734 -1.68103 -0.86627 0.007 0.021 0.048
H -3.14222 -0.71075 -2.22915 -0.014 -0.024 0.003
H -5.21435 -1.19023 0.55621 0.023 -0.013 0.009
H -5.64039 0.34143 1.32626 0.021 0.001 0.005
H -5.23837 -1.06032 2.31343 -0.006 0.010 0.007
H -2.78280 -2.17771 1.19535 -0.019 -0.004 -0.002
H -3.01487 -1.65379 2.86742 0.014 -0.018 0.003
H -1.61860 -1.07856 1.95402 -0.001 0.027 -0.008
H -3.92258 1.86352 2.30100 -0.002 -0.015 -0.005
H -2.30922 1.23240 2.68103 0.008 -0.018 -0.004
H -3.72693 0.57356 3.48812 -0.011 0.005 0.001
H -4.85859 2.68265 0.57879 -0.004 -0.010 -0.015
H -4.97928 3.48607 -0.98895 -0.008 -0.003 -0.003
H -3.43243 3.43901 -0.15821 0.004 0.002 -0.014
H -6.04813 0.85451 -0.64419 0.023 0.007 -0.008
H -5.22121 -0.12551 -1.85832 -0.001 0.010 -0.024
H -5.81677 1.47376 -2.27561 -0.004 0.013 0.006
H -2.22209 2.12913 -2.27995 -0.016 0.014 0.058
H -3.69540 2.84431 -2.84242 -0.047 -0.027 -0.028
H -3.38547 1.14955 -3.17641 0.025 -0.012 0.006
H -3.43864 -3.75270 -1.87873 -0.009 -0.011 0.001
H -2.63321 -6.05577 -2.33155 0.010 -0.005 -0.012
H -0.23010 -6.57931 -2.23242 -0.002 0.000 0.003
H 1.42444 -4.84235 -1.66922 0.002 -0.015 0.004
H 4.61541 -2.38181 -1.44479 -0.013 0.002 -0.001
H 5.00202 -3.17736 0.08261 0.003 0.046 -0.006
H 6.10360 -1.98481 -0.60109 0.004 0.003 -0.009
H 5.46305 0.32299 -0.93098 0.002 0.028 -0.004
H 3.80526 0.09266 -1.48780 0.009 -0.018 -0.002
H 4.11139 1.07039 -0.05785 0.000 -0.015 0.009
H 5.20593 -1.61556 2.25303 0.022 -0.008 -0.031
H 4.74895 0.09041 2.10162 -0.024 -0.011 0.005
H 6.19519 -0.51464 1.29694 -0.002 0.024 0.000
O 2.54329 2.84183 5.00484 -0.015 0.010 -0.010
C 2.06793 2.47377 3.96894 -0.014 -0.040 -0.105
C 2.72904 2.56953 2.57514 -0.104 -0.050 0.117
O 3.83470 2.98877 2.33432 0.005 0.012 -0.002
C 1.73540 1.98511 1.66694 0.427 -0.026 -0.047
C 0.65856 1.48223 2.35792 -0.153 -0.266 0.053
O -0.25213 0.81474 1.67666 0.201 0.273 -0.094
C 0.70620 1.77261 3.78038 0.162 0.103 0.076
O -0.10104 1.52991 4.64860 0.008 -0.035 -0.019
O 1.80322 1.81131 0.38387 -0.345 -0.092 -0.072
C 1.83044 1.23696 -4.24432 -0.072 -0.090 0.055
C 2.22765 2.57041 -4.21973 0.040 0.098 -0.009
C 1.72666 3.41902 -3.25928 -0.191 -0.098 -0.157
C 0.83573 2.91747 -2.31439 0.226 0.123 0.375
N 0.54422 1.60389 -2.28008 0.003 -0.069 0.172
C 0.99494 0.79018 -3.24786 0.073 0.069 -0.053
C 0.23571 3.71595 -1.21618 -0.014 -0.120 -0.501
C 0.58285 5.04730 -1.02281 -0.247 0.078 0.064
C 0.03005 5.74831 0.03627 0.019 -0.021 -0.002
C -0.84720 5.11040 0.90324 0.003 -0.003 -0.005
C -1.15578 3.76747 0.72057 -0.042 -0.017 0.002
C -0.64507 3.04403 -0.35489 0.475 0.067 0.238
H 2.16606 0.55600 -5.01303 0.002 0.013 -0.014
H 2.90436 2.95188 -4.97306 -0.016 -0.007 -0.016
H 1.97015 4.46856 -3.26515 0.017 -0.004 -0.036
H 0.66740 -0.24049 -3.18952 0.052 -0.014 0.002
H 1.27242 5.54652 -1.68861 -0.023 0.012 -0.019
H 0.29095 6.78724 0.19128 -0.010 0.004 -0.001
H -1.27210 5.65216 1.74002 -0.004 0.003 -0.001
H -1.79994 3.27507 1.44282 0.029 0.005 0.026
I -1.46208 4.25938 -4.66403 0.036 0.035 -0.084
```
Positions in Å, forces in eV/Å.

## Properties
Largest force on an atom in eV/A: 1.02
Orbital gap in eV: 5.91
E_HOMO in eV: -4.266
Electronic energy in hartree: -3950.85536
ΔE to the lowest compared entry with this formula, charge and spin in eV: 0.363
Net charge: -1